Density functional theory data (ωB97M-V/def2-TZVPD) for a structure of composition C24H57NOP2Si4W in a non-equilibrium geometry.

Positions of all 90 atoms, in Å:
W  -0.574  0.819  0.167
P  -1.984  1.331  -1.740
P  -0.176  1.635  2.433
Si  1.601  -2.763  1.638
Si  2.387  -0.591  -1.170
Si  -0.340  -3.194  -1.416
Si  0.486  -1.429  -0.020
O  -2.050  0.401  1.489
N  0.719  2.104  -0.538
C  0.015  -2.861  -3.238
C  0.236  -4.967  -1.107
C  -1.489  2.756  3.003
C  -0.155  0.307  3.663
C  3.483  -2.064  -1.663
C  -4.455  0.361  1.529
C  1.934  0.306  -2.763
C  -3.420  2.355  -1.297
C  1.797  6.035  -1.376
C  2.886  -1.779  2.617
C  2.696  4.991  -1.657
C  0.217  4.438  -0.461
C  3.410  0.540  -0.064
C  -1.181  2.374  -3.019
C  -3.077  -1.651  2.059
C  1.099  3.355  -0.780
C  1.366  2.560  2.677
C  0.559  5.748  -0.777
C  0.216  -3.347  2.776
C  -2.189  -3.202  -1.067
C  -2.644  -0.020  -2.765
C  -3.147  -0.380  1.216
C  2.559  -4.289  1.060
C  2.370  3.673  -1.381
H  0.627  -4.117  3.447
H  2.217  2.020  2.240
H  -0.767  -2.257  -3.712
H  2.929  -2.903  -2.102
H  2.998  1.557  -0.047
H  0.031  0.771  4.641
H  -2.949  -1.395  3.121
H  -2.417  -3.689  -0.109
H  4.429  0.598  -0.479
H  1.019  -0.066  -3.240
H  -4.343  1.030  2.394
H  -0.975  3.375  -2.615
H  -3.022  -0.584  0.101
H  1.811  1.383  -2.590
H  3.373  -4.472  1.777
H  -4.126  2.357  -2.143
H  -0.147  6.552  -0.552
H  -3.087  3.382  -1.100
H  -1.124  -0.212  3.675
H  1.927  -5.187  1.053
H  -0.622  -3.799  2.229
H  -1.841  -0.704  -3.068
H  -5.216  -0.390  1.770
H  3.013  -4.185  0.068
H  2.510  -0.854  3.069
H  2.061  7.070  -1.629
H  -0.739  4.217  0.025
H  0.031  -3.835  -3.753
H  1.278  3.544  2.194
H  1.510  2.682  3.761
H  -1.310  2.978  4.065
H  4.191  -1.698  -2.421
H  3.763  -1.532  2.005
H  4.065  -2.442  -0.814
H  0.636  -0.418  3.436
H  -2.481  2.296  2.890
H  -2.623  -2.197  -1.041
H  3.491  0.197  0.971
H  -3.407  -0.582  -2.216
H  -4.825  0.930  0.672
H  3.671  5.212  -2.110
H  2.763  0.170  -3.477
H  -3.099  0.422  -3.665
H  -3.916  1.968  -0.402
H  3.051  2.855  -1.607
H  -0.237  1.935  -3.362
H  -0.278  -5.613  -1.835
H  -1.869  2.465  -3.873
H  -2.704  -3.771  -1.857
H  0.980  -2.379  -3.428
H  -0.184  -2.538  3.400
H  -0.029  -5.327  -0.105
H  1.314  -5.111  -1.244
H  -4.027  -2.187  1.955
H  -1.458  3.682  2.414
H  -2.262  -2.324  1.762
H  3.237  -2.431  3.434

total energy = -81251.9985 eV
HOMO (alpha / beta) = -0.505 / -0.504 hartree
charge = +2

Density functional theory data (ωB97M-V/def2-TZVPD) for a cluster of 4 separate species, C3H16NO3 in total in a non-equilibrium geometry.

Positions of all 23 atoms, in Å:
O  1.034  2.601  -1.956
O  -3.303  -1.348  0.535
O  2.272  0.967  2.809
N  1.123  0.192  -0.231
C  -0.138  -1.659  0.999
C  -0.618  -0.584  -1.486
C  -0.367  -0.414  0.010
H  1.211  2.646  -2.831
H  2.693  0.935  3.702
H  2.296  1.871  2.544
H  0.122  -2.625  0.482
H  1.673  0.390  0.656
H  0.635  3.449  -1.688
H  0.905  1.091  -0.731
H  -4.042  -0.756  0.421
H  -3.339  -1.936  -0.223
H  -0.999  0.387  0.486
H  1.622  -0.229  -1.007
H  -0.944  -1.963  1.670
H  -0.902  0.352  -1.990
H  0.674  -1.328  1.619
H  -1.676  -1.017  -1.602
H  0.068  -1.021  -2.187

spin multiplicity = 2
expectation value of S² = 0.76
total energy = -10981.0672 eV
energy above the lowest of the compared OMol25 structures with the same formula, charge and spin = 110.9 kJ/mol
HOMO (alpha / beta) = -0.676 / -0.660 hartree
charge = +2

Density functional theory data (ωB97M-V/def2-TZVPD) for a cluster of 9 separate species, C36H90O18 in total in a non-equilibrium geometry.

Positions of all 144 atoms, in Å:
O  -30.036  -9.335  11.968
O  -29.161  -12.272  17.754
O  -34.117  -11.899  3.311
O  -29.206  -26.412  21.971
O  -39.115  -17.189  16.315
O  -38.232  -14.984  14.480
O  -27.815  -10.999  20.224
O  -31.232  -11.988  4.572
O  -32.928  -9.019  11.709
O  -26.851  -15.582  23.833
O  -38.286  -26.388  18.498
O  -37.958  -24.424  15.984
O  -24.110  -15.037  24.057
O  -31.024  -18.401  14.978
O  -32.307  -16.344  12.343
O  -33.950  -20.841  7.770
O  -30.501  -24.231  20.206
O  -34.520  -18.869  5.641
C  -27.061  -10.029  20.906
C  -30.133  -12.188  5.439
C  -28.736  -9.105  11.466
C  -26.221  -15.481  25.102
C  -28.516  -12.159  16.485
C  -32.386  -15.059  11.721
C  -22.868  -14.472  24.054
C  -30.636  -8.091  12.193
C  -37.371  -16.024  14.988
C  -32.090  -8.289  12.642
C  -36.990  -23.815  16.854
C  -33.260  -19.157  6.262
C  -27.158  -11.816  19.288
C  -28.642  -25.186  21.571
C  -33.007  -20.541  6.781
C  -34.213  -9.397  12.219
C  -37.845  -16.514  16.376
C  -28.183  -12.820  18.724
C  -39.555  -17.787  17.512
C  -27.954  -16.493  23.800
C  -31.882  -18.041  13.907
C  -33.773  -12.134  4.701
C  -33.459  -21.833  8.653
C  -30.251  -26.305  22.903
C  -29.617  -23.961  21.300
C  -38.338  -27.640  19.151
C  -34.758  -19.638  4.436
C  -31.504  -16.608  13.453
C  -31.475  -17.818  16.189
C  -33.325  -10.951  2.562
C  -39.169  -24.833  16.592
C  -38.424  -14.804  13.096
C  -39.169  -26.256  17.341
C  -25.009  -14.533  24.998
C  -32.386  -12.836  4.782
C  -29.962  -24.236  18.900
H  -29.298  -25.081  18.717
H  -27.992  -25.386  20.720
H  -28.149  -13.153  16.229
H  -28.034  -25.007  22.459
H  -29.382  -23.322  18.771
H  -35.017  -20.678  4.634
H  -36.766  -24.241  17.832
H  -32.028  -8.737  13.634
H  -37.473  -22.849  17.001
H  -39.852  -24.843  15.742
H  -34.053  -19.590  3.607
H  -33.239  -15.050  11.042
H  -37.403  -27.693  19.709
H  -30.748  -7.494  11.288
H  -32.454  -13.626  4.034
H  -27.622  -17.514  23.989
H  -33.134  -18.485  7.111
H  -32.329  -11.362  2.400
H  -28.284  -10.085  11.311
H  -32.443  -18.243  16.453
H  -30.761  -17.942  17.003
H  -26.914  -9.320  20.091
H  -40.073  -17.044  18.118
H  -28.489  -16.450  22.852
H  -32.368  -13.388  5.722
H  -27.695  -13.716  18.339
H  -32.498  -18.849  5.545
H  -30.466  -27.353  23.110
H  -37.085  -17.179  16.787
H  -30.078  -7.562  12.965
H  -31.112  -25.847  22.416
H  -22.485  -14.310  25.062
H  -40.158  -18.660  17.260
H  -31.429  -14.841  11.247
H  -29.184  -22.972  21.153
H  -31.715  -18.706  13.060
H  -24.469  -14.473  25.943
H  -34.107  -10.023  13.105
H  -32.481  -7.272  12.673
H  -38.692  -18.075  18.112
H  -28.140  -8.495  12.145
H  -34.741  -8.504  12.554
H  -37.471  -14.829  12.567
H  -36.354  -15.671  15.157
H  -22.132  -15.067  23.515
H  -29.989  -25.829  23.848
H  -31.787  -15.877  14.210
H  -32.667  -14.323  12.473
H  -29.856  -13.231  5.586
H  -40.171  -26.594  17.605
H  -33.030  -21.220  5.929
H  -30.216  -23.771  22.190
H  -28.665  -8.500  10.562
H  -32.932  -18.130  14.187
H  -25.131  -13.489  24.710
H  -38.385  -28.459  18.433
H  -33.417  -10.006  3.098
H  -31.702  -16.759  16.070
H  -32.638  -21.456  9.263
H  -37.390  -16.902  14.342
H  -26.682  -11.288  18.461
H  -29.349  -11.441  5.321
H  -33.673  -11.193  5.242
H  -27.702  -11.435  16.522
H  -39.214  -15.478  12.765
H  -39.164  -27.704  19.860
H  -30.486  -11.934  6.439
H  -28.805  -13.242  19.514
H  -26.920  -15.079  25.835
H  -27.596  -9.577  21.741
H  -29.287  -11.926  15.750
H  -26.058  -10.352  21.189
H  -26.391  -12.436  19.752
H  -31.994  -20.606  7.178
H  -34.517  -12.754  5.200
H  -34.836  -9.857  11.452
H  -35.698  -19.230  4.067
H  -25.822  -16.429  25.464
H  -38.938  -13.880  12.831
H  -34.230  -22.112  9.371
H  -28.730  -16.211  24.512
H  -38.808  -26.917  16.554
H  -36.058  -23.744  16.293
H  -39.491  -24.021  17.244
H  -30.432  -16.532  13.271
H  -37.885  -15.688  17.086
H  -33.104  -22.706  8.105
H  -33.810  -10.772  1.602
H  -22.997  -13.515  23.550
H  -30.784  -24.272  18.184

SMILES = COCCOC.COCCOC.COCCOC.COCCOC.COCCOC.COCCOC.COCCOC.COCCOC.COCCOC
total energy = -75630.8414 eV
energy above the lowest of the compared OMol25 structures with the same formula, charge and spin = 467.1 kJ/mol
HOMO = -0.345 hartree
charge = 0

Density functional theory data (ωB97M-V/def2-TZVPD) for a cluster of 2 separate species, C4H4NO in total in a non-equilibrium geometry.

Positions of all 10 atoms, in Å:
O  3.422  0.802  -0.018
N  -1.313  -0.103  -0.194
C  1.626  -0.823  0.051
C  2.562  0.091  0.033
C  0.559  -1.423  0.027
C  -1.491  1.087  0.079
H  -2.107  -0.469  -0.692
H  -2.461  1.766  -0.069
H  -0.743  1.412  0.847
H  -0.055  -2.341  -0.065

spin multiplicity = 3
expectation value of S² = 2.02
total energy = -7735.1356 eV
energy above the lowest of the compared OMol25 structures with the same formula, charge and spin = 165.8 kJ/mol
HOMO (alpha / beta) = -0.443 / -0.598 hartree
charge = +1

Density functional theory data (ωB97M-V/def2-TZVPD) for a structure of composition C50H31Cl4N5Ti in a non-equilibrium geometry.

Positions of all 91 atoms, in Å:
Ti  0.024  -0.261  -0.078
Cl  1.909  0.425  9.260
Cl  2.810  -9.041  -1.256
Cl  0.360  8.878  -1.719
Cl  -8.188  -0.600  -4.990
N  0.115  1.227  1.260
N  -1.012  -1.844  -0.862
N  0.513  -1.576  1.361
N  -1.386  0.956  -0.919
N  1.543  0.029  -1.365
C  0.186  7.264  -1.236
C  2.661  -6.743  0.078
C  2.020  -0.743  5.474
C  1.098  0.062  4.788
C  1.948  -7.668  -0.688
C  1.493  1.216  -2.097
C  0.729  1.223  6.930
C  -5.504  0.073  -4.814
C  -0.297  4.595  -0.502
C  -0.500  3.178  -0.133
C  -1.873  -2.836  -2.778
C  0.686  -7.301  -1.134
C  0.455  1.042  5.589
C  -5.089  -1.692  -2.669
C  0.666  -2.970  1.136
C  0.922  -5.047  -0.268
C  0.758  -1.362  2.762
C  0.873  3.303  1.934
C  -6.570  -0.719  -4.378
C  0.264  6.260  -2.193
C  0.807  -3.609  2.376
C  3.899  0.463  -1.066
C  4.837  2.795  -1.263
C  3.742  1.801  -1.506
C  2.529  2.117  -2.121
C  0.125  2.578  0.942
C  1.206  2.363  2.920
C  0.172  -6.032  -0.957
C  2.790  -0.382  -0.995
C  -0.064  6.949  0.103
C  0.776  -0.092  3.335
C  -2.456  2.878  -1.639
C  1.635  0.385  7.581
C  -0.388  5.629  0.436
C  0.916  -2.654  3.404
C  -4.071  -0.760  -2.980
C  2.120  -5.462  0.333
C  -1.370  2.373  -0.867
C  -1.942  -1.708  -1.933
C  -2.818  -0.658  -2.152
C  -0.419  -3.064  -1.083
C  -2.485  0.628  -1.733
C  0.672  1.086  2.536
C  -0.911  -3.697  -2.309
C  -0.023  4.923  -1.839
C  -3.224  1.810  -2.061
C  0.455  -3.610  -0.116
C  -4.292  0.070  -4.092
C  2.250  -0.603  6.815
C  -6.309  -1.625  -3.325
H  -0.095  7.695  0.851
H  1.822  2.547  3.798
H  -0.474  -4.566  -2.789
H  4.695  3.275  -0.235
H  4.733  3.612  -1.960
H  0.745  -4.669  2.504
H  2.581  -1.524  4.984
H  0.421  6.538  -3.258
H  -0.213  1.753  5.124
H  0.163  2.013  7.403
H  4.835  0.062  -0.713
H  0.085  -8.027  -1.680
H  -2.536  -3.072  -3.573
H  -5.614  0.793  -5.646
H  2.918  -1.365  -0.529
H  -0.115  4.157  -2.601
H  -2.680  3.927  -1.794
H  2.386  3.058  -2.599
H  -7.155  -2.274  -3.071
H  0.609  1.373  -2.767
H  2.726  -4.772  0.935
H  5.853  2.324  -1.397
H  -0.897  -5.910  -1.208
H  2.994  -1.218  7.345
H  -0.638  5.342  1.500
H  1.009  -2.848  4.461
H  3.600  -7.036  0.534
H  1.034  4.345  1.975
H  -4.935  -2.415  -1.858
H  -3.479  0.774  -4.365
H  -4.152  1.888  -2.608

total energy = -132996.4716 eV
HOMO (alpha / beta) = -0.447 / -0.447 hartree
charge = +2